No. 1
Here is a 2-piece molecular cluster, CH3BrOS overall in a non-equilibrium geometry from OMol25. Energies are from ωB97M-V/def2-TZVPD.

The geometry in XYZ format:
```
7
Properties=species:S:1:pos:R:3
C 0.678 1.133 0.371
O -0.496 1.322 -0.498
S -1.698 2.200 -0.006
Br 3.590 -0.871 -0.059
H 1.439 0.478 -0.140
H 0.180 0.405 1.137
H 1.360 1.927 0.673
```

Output
Energy above the lowest of the compared OMol25 structures with the same formula, charge and spin in kcal/mol: 71.7
Kohn-Sham gap (alpha / beta) in eV: 7.5 / 5.1
Calculated total energy in eV: -84006.9586

No. 2
Here is a 2-piece molecular cluster, CH3BrOS overall in a non-equilibrium geometry from OMol25. Energies are from ωB97M-V/def2-TZVPD.

The geometry in XYZ format:
```
7
Properties=species:S:1:pos:R:3
C -0.257 0.154 0.050
O -1.239 2.440 -0.677
S -1.294 1.584 0.517
Br -3.650 -0.339 -0.014
H 0.807 0.396 0.391
H -0.544 -0.056 -1.086
H -0.519 -0.815 0.638
```

Output
Energy above the lowest of the compared OMol25 structures with the same formula, charge and spin in kcal/mol: 33.7
Kohn-Sham gap (alpha / beta) in eV: 8.3 / 6.6
Calculated total energy in eV: -84008.6063

No. 3
Here is the molecule CH3Cl in a non-equilibrium geometry from OMol25. Energies are from ωB97M-V/def2-TZVPD.

The geometry in XYZ format:
```
5
Properties=species:S:1:pos:R:3
C -0.266 -0.024 -0.056
Cl 1.583 0.009 -0.062
H -0.115 -0.536 0.987
H -0.598 1.165 -0.003
H -0.605 -0.615 -0.866
```

Output
Energy above the lowest of the compared OMol25 structures with the same formula, charge and spin in kcal/mol: 21.6
Kohn-Sham gap in eV: 11.5
Calculated total energy in eV: -13607.0403
Structure (SMILES): CCl

No. 4
Here is the molecule CH3Cl2NO2S in a non-equilibrium geometry from OMol25. Energies are from ωB97M-V/def2-TZVPD.

The geometry in XYZ format:
```
10
Properties=species:S:1:pos:R:3
N -0.537 -0.179 0.335
S 0.879 -0.966 0.596
O 0.846 -2.230 -0.065
O 1.036 -0.882 2.020
C 1.996 0.004 -0.484
Cl 3.546 -0.652 -0.729
Cl 2.030 1.884 0.516
H -0.394 0.834 0.570
H -0.550 -0.092 -0.701
H 1.387 0.197 -1.327
```

Output
Energy above the lowest of the compared OMol25 structures with the same formula, charge and spin in kcal/mol: 27.9
Kohn-Sham gap in eV: 10.3
Calculated total energy in eV: -42549.0221
Structure (SMILES): NS(=O)(=O)C(Cl)Cl

No. 5
Here is a 2-piece molecular cluster, CH3Cl2OP overall in a non-equilibrium geometry from OMol25. Energies are from ωB97M-V/def2-TZVPD.

The geometry in XYZ format:
```
8
Properties=species:S:1:pos:R:3
O 1.667 0.094 -0.293
C 2.774 0.083 -0.701
Cl 4.172 0.082 0.337
H 3.076 0.074 -1.754
P -2.573 0.300 0.971
Cl -2.070 -1.367 -0.011
H -3.770 -0.166 1.532
H -3.277 0.900 -0.082
```

Output
Energy above the lowest of the compared OMol25 structures with the same formula, charge and spin in kcal/mol: 60.7
Kohn-Sham gap in eV: 10.4
Calculated total energy in eV: -37466.4165
Structure (SMILES): O=CCl.PCl

No. 6
Here is a 2-piece molecular cluster, CH3Cl2P overall in a non-equilibrium geometry from OMol25. Energies are from ωB97M-V/def2-TZVPD.

The geometry in XYZ format:
```
7
Properties=species:S:1:pos:R:3
C 0.884 -1.151 0.657
P 0.585 -1.291 2.255
Cl -1.089 -2.302 2.327
H 0.232 -1.376 -0.220
H 1.542 -0.325 0.378
Cl -1.830 2.144 0.779
H -0.741 1.504 0.894
```

Output
Energy above the lowest of the compared OMol25 structures with the same formula, charge and spin in kcal/mol: 40.7
Kohn-Sham gap in eV: 9.8
Calculated total energy in eV: -35418.7718
Structure (SMILES): C=PCl.Cl

No. 7
Here is a 2-piece molecular cluster, CH3Cl2P overall in a non-equilibrium geometry from OMol25. Energies are from ωB97M-V/def2-TZVPD.

The geometry in XYZ format:
```
7
Properties=species:S:1:pos:R:3
C 0.628 0.018 0.133
P -0.914 -0.792 -0.636
Cl 0.781 1.777 -0.121
Cl 2.082 -0.787 -0.265
H 0.667 -0.101 1.630
H -1.560 0.323 -1.334
H -1.685 -0.437 0.593
```

Output
Energy above the lowest of the compared OMol25 structures with the same formula, charge and spin in kcal/mol: 84.9
Kohn-Sham gap in eV: 10.2
Calculated total energy in eV: -35416.8540

No. 8
Here is the molecule CH3Cl3Si in a non-equilibrium geometry from OMol25. Energies are from ωB97M-V/def2-TZVPD.

The geometry in XYZ format:
```
8
Properties=species:S:1:pos:R:3
Cl -2.415 1.363 -0.382
Si -0.462 -0.205 0.196
C 1.197 0.593 -0.659
Cl 2.609 -0.432 -0.341
Cl 1.326 2.240 0.039
H -0.625 -1.525 -0.401
H -0.476 -0.087 1.651
H 1.235 0.831 -1.693
```

Output
Energy above the lowest of the compared OMol25 structures with the same formula, charge and spin in kcal/mol: 121.5
Kohn-Sham gap in eV: 10.1
Calculated total energy in eV: -46530.2253
Structure (SMILES): Cl[SiH2]C(Cl)Cl

No. 9
Here is a 3-piece molecular cluster, CH3ClF2 overall in a non-equilibrium geometry from OMol25. Energies are from ωB97M-V/def2-TZVPD.

The geometry in XYZ format:
```
7
Properties=species:S:1:pos:R:3
C -0.533 -0.884 -0.088
H 0.397 -0.735 -0.676
H -0.364 -1.578 0.614
H -1.250 -0.920 -0.921
F 1.453 1.625 -0.819
F 1.248 1.913 1.338
Cl -0.950 0.579 0.551
```

Output
Energy above the lowest of the compared OMol25 structures with the same formula, charge and spin in kcal/mol: 203.5
Kohn-Sham gap in eV: 5.1
Calculated total energy in eV: -19034.0452

No. 10
Here is a 2-piece molecular cluster, CH3ClFN overall in a non-equilibrium geometry from OMol25. Energies are from ωB97M-V/def2-TZVPD.

The geometry in XYZ format:
```
7
Properties=species:S:1:pos:R:3
C -0.495 0.117 0.439
N 2.577 -0.308 -0.190
F 3.073 -1.428 -0.906
Cl 3.911 0.577 0.379
H 0.533 0.320 0.276
H -1.013 0.922 0.996
H -0.946 -0.546 -0.148
```

Output
Energy above the lowest of the compared OMol25 structures with the same formula, charge and spin in kcal/mol: 111.1
Kohn-Sham gap (alpha / beta) in eV: 11.1 / 7.3
Calculated total energy in eV: -17809.2798

No. 11
Here is a 2-piece molecular cluster, CH3ClIN overall in a non-equilibrium geometry from OMol25. Energies are from ωB97M-V/def2-TZVPD.

The geometry in XYZ format:
```
7
Properties=species:S:1:pos:R:3
C 0.940 -0.669 -0.058
N 0.242 -1.708 -0.107
Cl 1.015 -3.224 0.023
H 2.021 -0.626 0.059
H 0.416 0.273 -0.149
I -4.122 -0.295 0.000
H -2.721 0.405 0.047
```

Output
Energy above the lowest of the compared OMol25 structures with the same formula, charge and spin in kcal/mol: 28.3
Kohn-Sham gap in eV: 10.6
Calculated total energy in eV: -23197.0074
Structure (SMILES): C=NCl.I

No. 12
Here is CH3ClINO as an isolated structure in a non-equilibrium geometry from OMol25. Energies are from ωB97M-V/def2-TZVPD.

The geometry in XYZ format:
```
8
Properties=species:S:1:pos:R:3
C -1.392 -0.026 0.261
N 1.573 -0.902 0.134
O -1.486 1.251 -0.013
Cl 2.591 -2.125 -0.479
I 2.047 1.013 -0.126
H -0.431 -0.436 0.130
H -0.600 1.620 -0.135
H -2.302 -0.395 0.228
```

Output
Energy above the lowest of the compared OMol25 structures with the same formula, charge and spin in kcal/mol: 39.9
Kohn-Sham gap (alpha / beta) in eV: 8.8 / 4.8
Calculated total energy in eV: -25240.7173

Number 1: molecular weight 143.005 g mol⁻¹. Number 2: molecular weight 143.005 g mol⁻¹. Number 3: molecular weight 50.488 g mol⁻¹. Number 4: molecular weight 164.013 g mol⁻¹. Number 5: molecular weight 132.914 g mol⁻¹. Number 6: molecular weight 116.915 g mol⁻¹. Number 7: molecular weight 116.915 g mol⁻¹. Number 8: molecular weight 149.480 g mol⁻¹. Number 9: molecular weight 88.484 g mol⁻¹. Number 10: molecular weight 83.493 g mol⁻¹. Number 11: molecular weight 191.399 g mol⁻¹. Number 12: molecular weight 207.398 g mol⁻¹.